73
Properties=species:S:1:pos:R:3:mulliken_spin:R:1 method="wB97M-V/def2-TZVPD" max_force_ev_per_a=0.3 total_charge=+1 e_lumo_ev="-2.4227 / -4.2476" s2=6.01 multiplicity=5 gap_ev="8.67 / 6.84" e_above_lowest_kcal_mol=1.6
Co 0.440 -0.228 -0.465 3.071
O 2.736 5.341 0.107 -0.001
C 2.147 4.139 0.041 -0.007
C 0.926 3.933 -0.612 0.009
C 0.427 2.652 -0.626 -0.020
N 1.067 1.662 -0.032 0.142
C 2.248 1.822 0.542 -0.012
C 2.832 3.065 0.622 0.009
C 2.835 0.490 0.970 0.015
O 3.797 0.406 1.688 0.017
O 2.128 -0.523 0.509 0.191
C -0.768 2.140 -1.400 0.017
O -1.470 2.852 -2.069 0.031
O -0.917 0.835 -1.254 0.254
H 2.206 6.012 -0.340 0.000
H 0.400 4.729 -1.125 0.001
H 3.796 3.202 1.092 0.001
O -0.320 -1.965 -1.307 0.032
S -0.997 -3.320 -1.177 0.012
C 0.034 -4.365 -0.090 0.002
C 0.904 -3.610 0.901 0.001
C 0.227 -3.289 2.233 -0.001
C 0.973 -2.175 2.966 0.002
S 0.218 -0.554 2.628 0.010
O -0.479 -0.733 1.270 0.063
C -1.115 -0.612 3.798 0.002
C -2.345 -1.146 3.451 0.005
C -3.343 -1.198 4.413 0.000
C -3.103 -0.723 5.695 0.000
C -1.867 -0.183 6.025 0.000
C -0.863 -0.117 5.071 0.001
C -2.490 -3.033 -0.235 0.000
C -3.170 -4.103 0.339 0.001
C -4.406 -3.881 0.924 0.000
C -4.969 -2.610 0.902 0.000
C -4.295 -1.560 0.296 -0.002
C -3.048 -1.765 -0.280 -0.008
H 0.641 -4.928 -0.798 -0.001
H -0.655 -5.061 0.389 0.000
H 1.269 -2.698 0.433 0.003
H 1.800 -4.207 1.084 0.000
H 0.191 -4.179 2.862 0.000
H -0.809 -2.989 2.063 0.000
H 2.007 -2.082 2.635 -0.001
H 0.955 -2.276 4.051 0.000
H -2.518 -1.494 2.442 -0.003
H -4.311 -1.609 4.157 0.000
H -3.887 -0.764 6.440 0.000
H -1.688 0.198 7.021 0.000
H 0.100 0.318 5.314 0.000
H -2.761 -5.105 0.319 0.000
H -4.940 -4.704 1.380 0.000
H -5.942 -2.445 1.345 0.000
H -4.737 -0.573 0.268 0.000
H -2.523 -0.947 -0.756 0.002
N -0.147 -0.310 -3.949 0.013
C 0.953 0.405 -3.672 0.004
S 2.005 -0.117 -2.435 0.138
N 1.164 1.476 -4.443 0.006
C 2.111 2.539 -4.381 -0.003
C 2.867 2.859 -3.261 0.003
C 3.724 3.951 -3.311 -0.001
C 3.831 4.727 -4.454 0.001
C 3.069 4.403 -5.568 -0.001
C 2.215 3.316 -5.532 0.003
H -0.355 -1.068 -3.315 0.002
H -0.930 0.123 -4.415 -0.001
H 0.529 1.570 -5.224 -0.001
H 2.809 2.262 -2.366 -0.004
H 4.318 4.189 -2.437 0.000
H 4.507 5.571 -4.481 0.000
H 3.140 4.995 -6.470 0.000
H 1.624 3.065 -6.407 0.000

=====

75
Properties=species:S:1:pos:R:3:mulliken_charge:R:1 method="wB97M-V/def2-TZVPD" max_force_ev_per_a=0.3 total_charge=+3 e_lumo_ev="-10.4567 / -10.4512" gap_ev="6.49 / 6.49" e_above_lowest_kcal_mol=9.5
Os 0.171 0.224 -0.420 1.253
N 0.068 -2.842 0.807 -0.107
C -0.593 -2.770 -0.345 0.238
N -1.142 -3.869 -0.818 -0.743
C -1.816 -3.778 -1.967 0.175
N -2.346 -4.867 -2.483 -0.295
N -2.007 -2.609 -2.650 -0.682
C -1.422 -1.577 -2.142 -0.320
N -0.668 -1.557 -1.003 -0.224
C -1.544 -0.268 -2.790 1.164
C -2.323 -0.064 -3.910 -0.735
C -2.444 1.224 -4.411 -0.669
C -1.795 2.253 -3.751 -0.959
C -1.021 1.970 -2.640 0.166
N -0.873 0.723 -2.168 0.169
H 0.114 -3.743 1.257 0.267
H 0.443 -2.018 1.258 -0.001
H -2.212 -5.758 -2.030 0.281
H -2.835 -4.823 -3.363 0.269
H -2.820 -0.910 -4.362 0.617
H -3.039 1.420 -5.293 0.515
H -1.867 3.276 -4.093 0.512
H -0.498 2.762 -2.126 0.647
O -1.317 0.990 0.618 0.038
S -2.807 1.452 0.700 0.060
C -2.979 1.492 2.515 -1.007
C -1.859 0.760 3.259 -0.464
C -0.583 1.598 3.410 -0.414
C 0.584 0.795 3.993 -1.250
S 1.693 -0.002 2.791 0.036
O 0.789 -0.173 1.531 0.292
C 2.931 1.206 2.486 0.616
C 2.692 2.580 2.430 -0.009
C 3.768 3.436 2.282 -0.777
C 5.062 2.928 2.208 -0.591
C 5.293 1.561 2.271 -0.721
C 4.224 0.689 2.413 -0.573
C -3.730 0.052 0.181 0.927
C -4.634 0.277 -0.852 -0.508
C -5.391 -0.790 -1.321 -0.745
C -5.233 -2.047 -0.759 -0.604
C -4.320 -2.259 0.275 -0.818
C -3.562 -1.209 0.755 -0.197
H -3.969 1.090 2.727 0.527
H -2.993 2.555 2.764 0.537
H -1.623 -0.186 2.771 -0.112
H -2.249 0.514 4.249 0.598
H -0.781 2.430 4.089 0.602
H -0.304 2.034 2.453 0.110
H 0.226 -0.028 4.615 0.554
H 1.250 1.397 4.612 0.663
H 1.693 2.981 2.519 0.395
H 3.605 4.505 2.244 0.473
H 5.897 3.609 2.109 0.463
H 6.303 1.176 2.236 0.489
H 4.394 -0.377 2.509 0.516
H -4.760 1.268 -1.269 0.517
H -6.114 -0.631 -2.109 0.488
H -5.838 -2.871 -1.113 0.498
H -4.225 -3.240 0.723 0.509
H -2.872 -1.363 1.579 0.290
F 4.721 2.137 -2.943 -0.240
C 4.891 1.743 -1.680 0.657
F 4.412 2.720 -0.880 -0.137
F 6.187 1.599 -1.438 -0.249
C 4.137 0.458 -1.418 -0.076
C 4.728 -0.794 -1.494 -0.423
C 3.949 -1.933 -1.318 -1.057
C 2.595 -1.804 -1.076 -0.108
N 2.029 -0.595 -0.995 -0.193
C 2.783 0.505 -1.143 0.842
S 1.642 1.831 -1.037 -0.534
H 5.788 -0.880 -1.704 0.602
H 4.387 -2.918 -1.385 0.518
H 1.958 -2.668 -0.941 0.449

=====

67
Properties=species:S:1:pos:R:3:mulliken_spin:R:1 method="wB97M-V/def2-TZVPD" max_force_ev_per_a=1.3 total_charge=+1 e_lumo_ev="-4.1375 / -4.5793" s2=3.77 multiplicity=4 gap_ev="6.66 / 6.46" e_above_lowest_kcal_mol=3.3
Re 1.056 -0.202 0.420 2.508
O 1.000 -4.199 1.351 0.020
C 1.101 -3.112 0.862 -0.038
N 0.822 -1.882 1.465 -0.010
C 0.395 -1.741 2.829 0.027
C -0.020 -2.763 3.675 -0.006
C -0.424 -2.447 4.964 0.001
C -0.423 -1.133 5.401 -0.002
C -0.020 -0.110 4.557 0.001
C 0.393 -0.425 3.268 0.012
N 0.827 0.503 2.261 0.040
C 0.999 1.872 2.488 0.008
O 0.736 2.483 3.481 0.022
C 1.654 2.547 1.315 0.050
C 2.109 3.836 1.415 -0.016
C 2.842 4.369 0.364 0.023
C 3.127 3.565 -0.726 -0.032
C 2.616 2.287 -0.766 0.015
N 1.855 1.789 0.223 0.007
C 1.614 -2.950 -0.545 0.053
C 1.931 -4.048 -1.304 -0.011
C 2.445 -3.852 -2.578 0.013
C 2.663 -2.555 -3.022 -0.012
C 2.325 -1.503 -2.201 0.007
N 1.780 -1.694 -0.990 0.000
H -0.027 -3.782 3.330 0.001
H -0.742 -3.241 5.628 0.000
H -0.744 -0.895 6.408 0.000
H -0.031 0.913 4.890 0.002
H 1.893 4.384 2.322 0.001
H 3.204 5.390 0.406 0.000
H 3.736 3.919 -1.547 0.001
H 2.809 1.645 -1.609 0.000
H 1.766 -5.029 -0.878 0.000
H 2.680 -4.697 -3.212 0.000
H 3.085 -2.353 -3.997 0.001
H 2.478 -0.480 -2.520 -0.004
C 0.446 1.454 -3.445 -0.002
C -0.752 2.229 -2.891 -0.001
C -0.349 3.307 -1.871 0.005
C -1.844 1.362 -2.279 0.027
C -3.143 1.666 -2.684 -0.010
C -4.246 1.037 -2.145 0.015
C -4.038 0.081 -1.175 -0.009
C -2.761 -0.266 -0.737 -0.009
C -2.668 -1.309 0.364 0.012
C -1.850 -2.536 -0.059 0.009
C -2.204 -0.659 1.672 0.040
C -1.648 0.379 -1.292 0.011
O -0.359 -0.022 -0.924 0.166
H 1.098 2.124 -4.018 0.000
H 0.114 0.648 -4.106 0.001
H 1.013 1.006 -2.639 0.021
H -1.207 2.741 -3.738 0.000
H -0.077 2.848 -0.920 0.003
H -1.187 3.979 -1.683 -0.001
H 0.496 3.907 -2.233 0.000
H -3.279 2.424 -3.451 0.000
H -5.248 1.287 -2.476 0.000
H -4.890 -0.429 -0.734 0.000
H -3.682 -1.663 0.540 -0.001
H -0.892 -2.250 -0.490 0.019
H -2.392 -3.101 -0.822 -0.001
H -1.676 -3.202 0.794 0.000
H -1.291 -0.079 1.528 0.025
H -2.027 -1.405 2.453 -0.002
H -2.966 0.036 2.032 0.001

=====

66
Properties=species:S:1:pos:R:3:mulliken_spin:R:1 method="wB97M-V/def2-TZVPD" max_force_ev_per_a=0.6 total_charge=+2 e_lumo_ev="-6.9277 / -8.3111" s2=8.80 multiplicity=6 gap_ev="6.96 / 5.57"
Fe -0.886 0.197 -0.501 3.797
Br -5.131 -4.384 -4.301 0.000
C -4.431 -2.910 -3.387 -0.002
C -5.084 -1.683 -3.453 0.001
C -4.573 -0.588 -2.784 -0.002
C -3.399 -0.714 -2.046 0.001
C -2.763 -1.947 -1.977 0.023
C -3.268 -3.049 -2.643 0.003
N -2.793 0.367 -1.333 0.008
C -3.311 1.529 -1.242 0.016
C -2.605 2.564 -0.477 0.017
C -3.149 3.805 -0.225 0.003
C -2.422 4.701 0.555 -0.003
C -1.191 4.314 1.049 0.006
C -0.712 3.046 0.744 0.020
N -1.400 2.193 -0.009 0.051
H -5.993 -1.589 -4.031 0.000
H -5.101 0.352 -2.859 0.000
H -1.868 -2.068 -1.372 -0.005
H -2.773 -4.008 -2.583 0.000
H -4.264 1.783 -1.697 -0.001
H -4.119 4.068 -0.626 0.000
H -2.819 5.683 0.771 0.000
H -0.597 4.979 1.660 0.000
H 0.249 2.708 1.106 -0.008
C 2.793 2.891 2.096 0.002
C 2.658 1.368 2.236 0.013
C 3.639 0.883 3.311 -0.003
C 2.887 0.697 0.890 0.026
C 4.089 0.927 0.229 -0.026
C 4.324 0.440 -1.045 0.035
C 3.349 -0.293 -1.699 -0.021
C 2.138 -0.573 -1.081 -0.065
C 1.136 -1.455 -1.812 0.067
C 1.679 -2.871 -2.010 0.012
C 0.653 -0.832 -3.122 0.003
C 1.924 -0.077 0.219 -0.017
N 0.617 -0.313 0.766 0.429
C 0.408 -1.057 1.848 0.103
C 1.408 -1.709 2.625 0.153
C 1.043 -2.446 3.720 -0.044
C -0.307 -2.582 4.081 0.226
C -1.328 -1.995 3.320 -0.052
C -0.949 -1.267 2.241 0.163
F -1.883 -0.700 1.421 0.018
H 2.445 3.390 3.003 0.000
H 2.242 3.285 1.241 0.000
H 3.837 3.171 1.955 0.000
H 1.645 1.135 2.577 0.017
H 4.665 1.127 3.034 0.000
H 3.585 -0.192 3.473 0.000
H 3.429 1.374 4.262 0.001
H 4.852 1.520 0.716 0.003
H 5.270 0.634 -1.532 0.001
H 3.548 -0.677 -2.691 0.001
H 0.248 -1.601 -1.165 0.003
H 2.591 -2.835 -2.607 0.002
H 0.956 -3.496 -2.535 -0.001
H 1.921 -3.343 -1.057 -0.001
H 1.476 -0.714 -3.826 0.000
H 0.219 0.163 -2.970 0.012
H -0.098 -1.466 -3.596 0.002
H 2.439 -1.628 2.315 0.010
H 1.800 -2.945 4.309 0.002
H -0.573 -3.170 4.948 0.005
H -2.372 -2.121 3.571 0.001

=====

71
Properties=species:S:1:pos:R:3:mulliken_charge:R:1 method="wB97M-V/def2-TZVPD" max_force_ev_per_a=14.4 total_charge=-1 e_lumo_ev=2.3842 gap_ev=7.81 e_above_lowest_kcal_mol=54.2
Cl 1.047 -1.112 0.527 -0.891
C -2.993 -1.018 4.355 -0.823
C -3.757 0.220 4.873 -0.678
C -3.310 1.539 4.703 0.520
C -2.044 1.674 4.151 -0.036
C -1.249 0.614 3.703 -0.656
C -1.742 -0.725 3.777 0.702
O -0.960 -1.763 3.236 -0.543
O -4.026 2.673 5.001 -0.520
H -3.335 -1.992 4.586 0.499
H -4.599 -0.088 5.357 0.480
H -1.723 2.732 4.035 0.126
H -0.342 0.696 3.154 0.446
H -0.392 -1.556 2.543 0.195
H -3.479 3.341 5.048 0.266
C -3.022 0.542 -2.424 -0.851
C -4.503 0.825 -2.201 -0.486
C -4.881 1.104 -0.827 0.174
C -3.969 0.970 0.206 -0.695
C -2.627 0.711 0.050 0.358
C -2.103 0.409 -1.344 0.316
O -0.845 0.239 -1.566 -0.330
O -6.245 1.339 -0.621 -0.559
H -2.724 0.246 -3.344 0.509
H -5.225 0.928 -2.990 0.407
H -4.384 1.225 1.062 0.635
H -2.048 0.371 1.033 0.130
H -0.324 -0.025 -0.903 0.072
H -6.270 2.229 -0.215 0.329
C -1.170 -6.033 -0.384 -0.790
C -0.930 -7.260 -1.413 -0.366
C -0.052 -7.137 -2.495 0.463
C 0.476 -5.856 -2.692 -0.288
C 0.346 -4.686 -1.875 -1.069
C -0.529 -4.906 -0.766 0.744
O -0.594 -3.814 0.025 -0.334
O 0.320 -8.130 -3.304 -0.522
H -1.705 -6.260 0.481 0.494
H -1.150 -8.428 -1.209 0.074
H 1.264 -5.980 -3.464 0.264
H 0.566 -3.865 -2.210 0.818
H -0.009 -3.067 -0.350 0.194
H 0.332 -8.990 -2.939 0.306
C 4.476 -0.245 -2.703 -1.245
C 5.389 1.086 -2.844 -0.837
C 5.708 1.677 -1.678 0.998
C 5.157 1.248 -0.449 -0.513
C 4.282 0.128 -0.310 -0.138
C 3.938 -0.677 -1.455 0.383
O 3.232 -1.765 -1.366 -0.399
O 6.465 2.863 -1.684 -0.588
H 4.324 -0.805 -3.382 0.837
H 5.923 1.500 -3.582 0.599
H 5.308 1.797 0.454 0.225
H 3.691 -0.101 0.662 0.225
H 2.679 -1.759 -0.624 0.106
H 6.544 3.345 -0.850 0.296
C 1.723 4.257 -1.511 -0.764
C 1.511 2.926 -0.783 0.069
C 1.058 3.057 0.603 0.470
C 0.774 4.342 1.106 -0.413
C 0.941 5.568 0.288 -0.392
C 1.491 5.474 -0.899 0.614
O 1.736 6.612 -1.675 -0.545
O 0.800 1.892 1.360 -0.279
H 2.306 4.055 -2.426 0.331
H 1.758 1.837 -1.159 0.147
H 0.478 4.603 2.180 0.241
H 0.733 6.609 0.971 0.102
H 1.315 7.415 -1.640 0.292
H 1.196 1.149 1.027 0.095

=====

100
Properties=species:S:1:pos:R:3:mulliken_charge:R:1 method="wB97M-V/def2-TZVPD" max_force_ev_per_a=6.1 total_charge=0 e_lumo_ev=-0.3329 smiles="O=C1OC[C@@H](F)O1.O=C1OC[C@@H](F)O1.O=C1OC[C@@H](F)O1.O=C1OC[C@@H](F)O1.O=C1OC[C@@H](F)O1.O=C1OC[C@@H](F)O1.O=C1OC[C@@H](F)O1.O=C1OC[C@@H](F)O1.O=C1OC[C@@H](F)O1.O=C1OC[C@@H](F)O1" gap_ev=10.52 e_above_lowest_kcal_mol=152.8
O 1.926 1.315 0.383 -0.207
C 1.074 0.456 0.101 0.525
O 1.167 -0.643 -0.633 -0.388
C 0.136 -1.525 -0.458 0.649
C -0.935 -0.484 -0.420 0.499
F -1.907 -1.075 0.309 -0.182
O -0.249 0.565 0.302 -0.131
H -0.037 -2.299 -1.206 0.208
H 0.060 -2.055 0.492 -0.586
H -1.308 -0.164 -1.393 -0.123
O 1.882 6.859 2.648 -0.566
C 2.321 6.307 1.677 0.614
O 2.845 6.867 0.647 -0.348
C 2.870 6.009 -0.476 -0.418
C 2.672 4.608 0.089 0.636
F 3.899 4.162 0.331 -0.333
O 2.097 5.003 1.336 -0.198
H 2.089 6.235 -1.203 0.133
H 3.785 6.053 -1.066 0.408
H 2.189 3.811 -0.476 0.085
O 8.177 0.458 -0.840 -0.574
C 7.060 0.431 -0.359 0.604
O 6.239 1.464 -0.345 -0.370
C 5.151 1.164 0.603 0.308
C 5.121 -0.292 0.340 0.311
F 4.576 -0.528 -0.828 -0.309
O 6.539 -0.548 0.402 -0.385
H 5.464 1.356 1.629 0.247
H 4.240 1.669 0.280 -0.239
H 4.684 -0.869 1.155 0.425
O -4.692 -0.905 -2.435 -0.550
C -4.883 -1.860 -1.643 0.717
O -4.604 -1.730 -0.324 -0.263
C -4.598 -2.998 0.244 -0.078
C -4.409 -3.942 -0.895 0.585
F -5.087 -5.105 -0.743 -0.328
O -5.024 -3.181 -1.946 -0.322
H -3.775 -3.176 0.936 -0.135
H -5.572 -3.160 0.706 0.357
H -3.397 -4.192 -1.210 0.031
O -1.799 -2.898 -2.684 -0.234
C -2.134 -3.443 -3.766 0.384
O -2.105 -2.886 -5.017 -0.295
C -2.490 -3.731 -6.008 -0.466
C -2.230 -5.106 -5.338 0.245
F -1.124 -5.494 -5.916 -0.296
O -2.130 -4.806 -3.987 -0.303
H -3.504 -3.527 -6.352 0.323
H -1.764 -3.678 -6.818 0.253
H -3.054 -5.742 -5.661 0.355
O -3.575 4.145 -4.673 -0.572
C -2.444 3.671 -4.360 0.537
O -1.645 4.072 -3.358 -0.280
C -0.789 2.964 -2.974 -0.054
C -0.974 1.901 -4.170 0.333
F -1.283 0.671 -3.709 -0.175
O -2.100 2.452 -4.842 -0.302
H 0.215 3.346 -2.788 0.267
H -1.243 2.530 -2.083 -0.015
H -0.084 1.900 -4.799 0.235
O -0.733 3.444 -0.002 -0.303
C -1.246 4.514 -0.117 0.398
O -0.577 5.648 -0.329 -0.219
C -1.579 6.604 -0.567 -0.595
C -2.896 6.115 -0.050 0.325
F -3.855 6.142 -0.997 -0.278
O -2.547 4.762 0.181 -0.315
H -1.360 7.545 -0.063 0.374
H -1.670 6.926 -1.605 0.297
H -3.317 6.575 0.844 0.252
O -1.872 -4.619 5.755 -0.577
C -1.629 -3.773 4.886 0.478
O -2.430 -3.361 3.924 -0.337
C -1.679 -2.362 3.168 0.673
C -0.661 -1.798 4.160 0.494
F -1.000 -0.700 4.800 -0.346
O -0.469 -2.914 4.956 -0.325
H -1.165 -2.882 2.360 -0.693
H -2.238 -1.600 2.625 0.348
H 0.266 -1.628 3.612 0.238
O 1.642 -6.838 3.720 -0.523
C 1.520 -6.458 2.582 0.572
O 1.632 -7.210 1.521 -0.321
C 1.063 -6.458 0.401 -0.416
C 1.086 -4.939 0.879 0.298
F -0.183 -4.499 0.767 -0.295
O 1.350 -5.166 2.244 -0.324
H 1.797 -6.462 -0.405 0.329
H 0.067 -6.655 0.004 0.267
H 1.802 -4.307 0.354 0.387
O 2.078 -0.953 5.443 -0.554
C 2.036 0.200 5.039 0.635
O 1.262 1.210 5.475 -0.313
C 1.675 2.408 4.867 -0.488
C 2.040 1.860 3.520 0.275
F 2.900 2.699 2.948 -0.329
O 2.688 0.717 3.991 -0.258
H 0.893 3.121 4.607 0.413
H 2.517 2.925 5.328 0.278
H 1.258 1.771 2.767 0.225